No. 1
Entry from the OMol25 dataset: a structure of composition C12H36F6K2N3O28P4S6 in a non-equilibrium geometry (the ωB97M-V functional and the def2-TZVPD basis).

Element x y z (Å)
K  1.820  -4.605  1.761
K  -2.864  -3.444  2.176
N  -0.247  6.846  4.271
S  1.307  7.587  4.214
O  1.807  8.275  3.014
O  2.252  7.015  5.160
F  0.859  8.856  5.110
S  0.365  5.490  4.146
O  0.858  4.728  5.229
O  0.982  5.239  2.835
F  -1.064  4.815  3.772
N  0.451  -1.111  2.043
S  0.633  -0.217  0.633
O  1.932  -0.351  -0.019
O  -0.137  1.020  0.385
F  -0.299  -1.287  -0.204
S  0.648  0.078  2.918
O  -0.691  0.607  3.271
O  1.783  0.850  2.798
F  0.897  -0.612  4.383
N  -1.330  -6.364  3.689
S  -1.990  -7.874  3.348
O  -3.362  -8.167  3.704
O  -0.936  -8.909  3.350
F  -2.114  -7.656  1.666
S  -1.440  -6.477  5.204
O  -0.603  -7.443  5.881
O  -2.839  -6.219  5.634
F  -0.861  -4.965  5.505
C  5.649  3.391  1.117
O  6.951  2.754  1.310
P  7.912  3.288  2.438
O  7.568  4.681  2.882
O  7.930  2.088  3.456
C  6.842  2.102  4.289
O  9.349  3.122  1.724
C  9.793  1.883  1.285
H  5.716  4.044  0.247
H  5.339  3.994  1.971
H  4.861  2.638  1.090
H  6.329  3.009  4.611
H  7.366  1.849  5.210
H  6.171  1.317  3.941
H  10.277  1.360  2.109
H  10.332  2.140  0.373
H  9.016  1.323  0.764
C  -1.849  0.407  -6.786
O  -3.226  0.435  -7.091
P  -4.474  0.476  -6.065
O  -5.285  1.751  -6.124
O  -5.256  -0.883  -6.543
C  -6.186  -0.775  -7.587
O  -3.746  0.052  -4.644
C  -3.865  0.958  -3.483
H  -1.602  0.637  -5.750
H  -1.497  1.227  -7.412
H  -1.285  -0.415  -7.228
H  -6.718  0.176  -7.547
H  -6.817  -1.662  -7.622
H  -5.641  -0.546  -8.503
H  -2.925  1.498  -3.370
H  -4.165  0.484  -2.548
H  -4.756  1.576  -3.592
C  -5.062  1.641  5.743
O  -6.420  1.301  5.889
P  -6.842  -0.174  5.417
O  -5.781  -1.172  5.514
O  -8.167  -0.567  6.207
C  -8.739  -1.859  5.936
O  -7.355  0.139  3.944
C  -8.376  1.058  3.722
H  -4.802  1.420  4.708
H  -4.458  1.190  6.531
H  -4.980  2.719  5.881
H  -8.651  -2.416  6.869
H  -8.141  -2.386  5.193
H  -9.746  -1.640  5.581
H  -7.930  2.050  3.647
H  -9.046  1.207  4.569
H  -8.778  0.935  2.716
C  5.585  -0.422  -7.757
O  5.376  -1.732  -7.240
P  3.954  -2.546  -7.457
O  3.079  -2.018  -8.516
O  4.449  -4.077  -7.595
C  3.400  -5.005  -8.109
O  3.161  -2.603  -6.073
C  3.414  -1.509  -5.073
H  4.924  -0.195  -8.594
H  6.552  -0.421  -8.259
H  5.628  0.361  -7.000
H  2.440  -4.595  -7.795
H  3.619  -6.054  -7.915
H  3.374  -4.805  -9.180
H  4.252  -0.824  -5.202
H  3.666  -2.114  -4.202
H  2.481  -0.972  -4.900

## Properties
Charge = -1
Lowest unoccupied orbital energy = -0.945 eV
Electronic energy = -8303.5983 a.u.



No. 2
Entry from the OMol25 dataset: a cluster of 12 separate species, C12H36N12O24 in total in a non-equilibrium geometry (the ωB97M-V functional and the def2-TZVPD basis).

Element x y z (Å)
C  -4.824  -23.776  -4.707
N  -3.354  -23.916  -4.931
O  -2.976  -25.012  -5.263
O  -2.643  -22.948  -4.728
H  -5.109  -22.733  -4.682
H  -5.043  -24.381  -3.833
H  -5.336  -24.280  -5.527
C  -10.397  -25.705  -5.025
N  -10.627  -26.768  -4.031
O  -9.816  -27.669  -3.948
O  -11.597  -26.641  -3.308
H  -11.337  -25.353  -5.433
H  -9.759  -26.095  -5.811
H  -9.902  -24.885  -4.506
C  -3.277  -20.672  -2.527
N  -4.368  -20.407  -1.559
O  -4.088  -19.989  -0.460
O  -5.509  -20.621  -1.949
H  -2.579  -19.848  -2.430
H  -3.683  -20.909  -3.500
H  -2.791  -21.597  -2.213
C  -9.277  -26.531  -0.621
N  -8.406  -27.427  0.181
O  -7.206  -27.313  0.003
O  -8.927  -28.206  0.949
H  -10.301  -26.597  -0.267
H  -9.257  -26.916  -1.639
H  -8.905  -25.516  -0.552
C  -12.190  -18.814  -0.733
N  -12.115  -19.638  -1.969
O  -13.127  -19.731  -2.633
O  -11.073  -20.216  -2.217
H  -13.045  -18.159  -0.835
H  -11.225  -18.342  -0.587
H  -12.328  -19.501  0.101
C  -6.525  -27.031  -3.278
N  -5.309  -27.795  -3.660
O  -4.828  -28.546  -2.840
O  -4.880  -27.616  -4.785
H  -6.237  -26.164  -2.686
H  -7.131  -27.665  -2.639
H  -7.053  -26.760  -4.183
C  -13.462  -22.885  -0.461
N  -12.185  -23.665  -0.474
O  -11.132  -23.068  -0.403
O  -12.268  -24.871  -0.563
H  -14.227  -23.542  -0.855
H  -13.319  -22.026  -1.111
H  -13.640  -22.583  0.566
C  -8.347  -18.253  -2.480
N  -9.580  -17.430  -2.615
O  -10.256  -17.608  -3.604
O  -9.828  -16.626  -1.735
H  -8.691  -19.207  -2.082
H  -7.678  -17.775  -1.775
H  -7.960  -18.401  -3.479
C  -8.464  -21.993  -2.098
N  -7.992  -23.390  -2.290
O  -8.730  -24.163  -2.868
O  -6.879  -23.679  -1.883
H  -8.713  -21.522  -3.041
H  -7.677  -21.498  -1.538
H  -9.315  -22.048  -1.421
C  -5.783  -19.689  -5.496
N  -7.249  -19.786  -5.793
O  -7.885  -20.623  -5.172
O  -7.710  -19.033  -6.616
H  -5.606  -18.630  -5.331
H  -5.269  -20.040  -6.387
H  -5.578  -20.306  -4.631
C  -4.076  -25.406  -0.115
N  -3.437  -24.894  -1.369
O  -3.650  -23.731  -1.686
O  -2.713  -25.637  -1.991
H  -3.547  -24.900  0.685
H  -3.957  -26.483  -0.108
H  -5.129  -25.157  -0.212
C  -6.006  -22.501  1.238
N  -7.127  -23.452  1.083
O  -8.223  -22.993  0.818
O  -6.908  -24.634  1.219
H  -5.458  -22.521  0.296
H  -5.373  -22.835  2.055
H  -6.361  -21.499  1.449

## Properties
Relative energy (zero: lowest compared OMol25 entry of this formula, charge and spin) = 0.118 eV
SMILES = C[N+](=O)[O-].C[N+](=O)[O-].C[N+](=O)[O-].C[N+](=O)[O-].C[N+](=O)[O-].C[N+](=O)[O-].C[N+](=O)[O-].C[N+](=O)[O-].C[N+](=O)[O-].C[N+](=O)[O-].C[N+](=O)[O-].C[N+](=O)[O-]
Lowest unoccupied orbital energy = -0.481 eV
Electronic energy = -2940.5337 a.u.